# 1
DFT (wB97M-V/def2-TZVPD) results for C11H14BN7Pd as an isolated structure.

```
34
Properties=species:S:1:pos:R:3:lowdin_spin:R:1
C -0.28162 3.02468 1.18037 0.0571
N -0.09434 1.78018 0.68633 0.2429
N 0.05273 1.80760 -0.66190 0.0760
C -0.01948 3.08994 -1.04766 0.2220
C -0.23672 3.87111 0.07887 0.4158
B 0.25033 0.50919 -1.52505 0.0089
N 1.39435 -0.39738 -0.98901 0.1171
N 1.48786 -0.68460 0.34513 0.2577
C 2.56774 -1.46185 0.52671 0.0913
C 3.19207 -1.65473 -0.71556 0.4364
C 2.42975 -0.96665 -1.64446 0.1832
Pd -0.00656 0.08096 1.84316 0.6384
N -1.07408 -0.30567 -1.60484 0.1082
N -1.67772 -0.81543 -0.47886 0.1751
C -2.81178 -1.39686 -0.88792 0.0582
C -2.95970 -1.27250 -2.29078 0.4315
C -1.82109 -0.58111 -2.70604 0.2116
H -3.52303 -1.88595 -0.21839 -0.0013
H -1.47222 -0.24844 -3.66992 0.0042
H -3.74538 -1.61469 -2.92955 0.0146
H 0.52797 0.86353 -2.62029 -0.0007
H 2.51192 -0.81156 -2.71001 0.0035
H 0.08652 3.27908 -2.08317 0.0049
H 4.07216 -2.21272 -0.92920 0.0147
H -0.35113 4.90324 0.09716 0.0157
H 2.87960 -1.85052 1.50458 -0.0002
H -0.42983 3.19317 2.25745 -0.0012
H -0.89558 -1.60451 1.41828 0.0027
C -0.26833 -1.82341 2.38952 0.0007
H 0.59978 -2.45544 2.25402 -0.0020
H 0.61463 -0.77988 3.04487 0.0002
H -0.96592 -1.93329 3.20267 0.0009
N -0.05340 0.17619 5.03074 0.1566
C 0.02049 0.17834 3.85273 0.0550
```

HOMO (alpha / beta): -24.7 / -24.4 eV
Spin multiplicity: 5
Total charge: +4
Orbital gap (alpha / beta): 8.9 / 6.0 eV

# 2
DFT (wB97M-V/def2-TZVPD) results for C11H14BN7RuS as an isolated structure.

```
35
Properties=species:S:1:pos:R:3:lowdin_spin:R:1
C -1.13103 -2.88294 1.25831 0.0163
N -0.84423 -1.72046 0.61594 0.2430
N -1.23094 -1.83417 -0.72716 0.0690
C -1.70915 -3.07763 -0.89800 0.1949
C -1.67518 -3.74521 0.31912 0.3617
B -0.87114 -0.70533 -1.75320 0.0050
N -1.39401 0.64325 -1.19418 0.1121
N -1.02470 1.03054 0.08182 0.1903
C -1.44934 2.30113 0.26261 0.0784
C -2.06718 2.73536 -0.91663 0.4151
C -2.00779 1.68053 -1.80442 0.1676
Ru 0.32549 -0.26650 1.20124 0.7509
N 0.69187 -0.57615 -1.73758 0.0306
N 1.33192 -0.29406 -0.52501 0.1737
C 2.66542 -0.16278 -0.77347 -0.0172
C 2.86922 -0.40249 -2.13783 0.1315
C 1.62797 -0.65717 -2.69600 0.1345
H 3.34598 0.09689 0.03080 -0.0022
H 1.31363 -0.89869 -3.70084 0.0035
H 3.81788 -0.37652 -2.63682 0.0043
H -1.26462 -0.94069 -2.85670 -0.0006
H -2.33174 1.59482 -2.83105 0.0030
H -2.02605 -3.36138 -1.89198 0.0037
H -2.48693 3.70586 -1.09856 0.0130
H -2.00936 -4.75064 0.51829 0.0110
H -1.29002 2.86160 1.17566 -0.0004
H -0.90056 -2.96617 2.32405 0.0027
H 1.81632 1.59929 1.41511 0.0044
C 1.62785 2.51386 2.01398 0.0068
H 1.83572 3.39178 1.39287 -0.0001
H 0.58457 2.57938 2.36029 0.0006
H 2.28061 2.47237 2.89128 0.0001
S 1.00424 -0.97197 3.18324 0.5081
C 0.45197 0.24595 4.20797 0.0608
N 0.12329 1.13833 4.92684 0.3237
```

HOMO (alpha / beta): -23.9 / -23.2 eV
Spin multiplicity: 5
Total charge: +4
Orbital gap (alpha / beta): 7.2 / 4.8 eV

# 3
DFT (wB97M-V/def2-TZVPD) results for a 2-piece molecular cluster, C11H14Br2N3O2 overall.

```
32
Properties=species:S:1:pos:R:3:lowdin_charge:R:1
C 1.50427 -2.12106 1.96760 -0.1157
C 1.22841 -2.78909 0.61684 -0.7162
Br 2.65666 -3.84275 -0.16477 0.6156
C 0.04121 -2.63238 0.03205 -0.7464
Br -0.35455 -3.42937 -1.71433 0.5636
N -0.89115 -1.85570 0.72482 -0.1989
C -0.80612 -0.47162 0.53735 -0.0485
C -1.69179 0.31574 1.23275 -0.2521
C -1.68486 1.83513 1.13272 -0.1575
C -0.87923 2.37345 -0.05226 -0.2410
N 0.35311 2.65925 0.06842 0.0852
C -2.66284 -0.34155 2.12264 -0.0854
C -2.61273 -1.79177 2.15449 -0.2082
N -1.78176 -2.54204 1.49760 0.0483
H 1.42737 -1.01932 1.85369 0.0745
H 0.68089 -2.40480 2.64759 0.0809
H 2.50294 -2.33336 2.37218 0.0585
H -0.04298 -0.04322 -0.11510 0.1175
H -2.72243 2.22165 1.15149 0.1105
H -1.20851 2.22167 2.05981 0.1124
H -1.33033 2.55684 -1.04215 0.1098
H 0.66515 2.45288 1.02307 0.0511
H -3.37419 0.23045 2.71945 0.0561
H -3.34761 -2.30929 2.78896 0.0933
O 3.48664 1.40981 -2.82078 -0.0611
C 2.36642 0.98439 -3.23796 -0.3399
C 1.22566 2.27210 -3.16266 -0.3488
O 0.09270 1.85124 -3.56561 -0.0662
H 1.88043 0.16549 -2.67320 0.1116
H 2.30435 0.63579 -4.28698 0.1110
H 1.68995 3.09581 -3.74017 0.1096
H 1.28493 2.64564 -2.12755 0.0765
```

HOMO: -1.9 eV
Spin multiplicity: 1
Total charge: -1
Orbital gap: 2.3 eV

# 4
DFT (wB97M-V/def2-TZVPD) results for C11H14Cl12F9MgO9S3 as an isolated structure.

```
59
Properties=species:S:1:pos:R:3:lowdin_charge:R:1
Mg -21.54134 16.98706 -41.79321 0.3004
C -23.85888 15.66851 -44.70543 -0.6564
F -23.70319 14.38666 -45.00536 0.1325
F -24.51028 16.28302 -45.68073 0.1478
F -24.61412 15.78867 -43.60423 0.0952
S -22.17790 16.46069 -44.34791 0.5656
O -21.56118 15.65785 -43.28032 -0.3270
O -21.46668 16.54990 -45.58676 -0.2379
O -22.51765 17.69065 -43.61650 -0.3763
C -19.75992 20.48943 -43.39076 -0.6519
F -20.40207 21.02433 -42.33750 0.1063
F -20.58621 20.37312 -44.41038 0.1546
F -18.74147 21.28175 -43.68897 0.1438
S -19.13265 18.73908 -42.95851 0.5470
O -17.93675 18.83066 -42.12998 -0.3146
O -20.27672 18.13774 -42.24180 -0.4042
O -18.89828 18.14598 -44.26513 -0.2879
C -23.17662 15.84949 -38.22824 -0.6612
F -22.57049 15.23892 -37.21909 0.1335
F -24.36971 15.35306 -38.45512 0.1670
F -23.29997 17.13133 -37.92926 0.1541
S -22.06586 15.58550 -39.75296 0.5719
O -22.87210 15.99409 -40.93065 -0.3847
O -21.02681 16.62544 -39.91602 -0.3634
O -21.59582 14.23319 -39.80408 -0.2632
Cl -18.48310 15.61718 -41.43437 0.6982
C -18.76197 13.88410 -41.57725 -0.6672
C -17.53584 13.12896 -42.06714 -0.6628
Cl -17.97763 11.44057 -42.33490 0.5481
H -19.57115 13.72973 -42.29565 0.0646
H -19.16952 13.45031 -40.66565 0.0616
H -16.77186 13.14832 -41.29132 0.0676
H -17.11843 13.47236 -43.00770 0.0682
Cl -24.86652 20.04932 -43.58625 0.5884
C -24.84071 20.62191 -41.89900 -0.6552
C -23.44616 20.59486 -41.27466 -0.5634
Cl -22.96853 18.93386 -40.86278 0.7692
H -25.47162 19.98844 -41.27433 0.0627
H -25.26063 21.62165 -41.79112 0.0704
H -23.54407 21.13247 -40.33511 0.0783
H -22.68820 20.92884 -41.97542 0.0544
Cl -17.76236 16.99858 -38.30389 0.5577
C -18.64732 17.07224 -36.74609 -0.6280
C -19.15990 15.68044 -36.44112 -0.7079
Cl -17.85607 14.60607 -35.92108 0.5355
H -19.48006 17.74515 -36.93709 0.0699
H -17.95002 17.42302 -35.99107 0.0598
H -19.62479 15.34440 -37.36761 0.0411
H -19.93877 15.68521 -35.67872 0.0675
C -23.66334 11.95118 -41.07112 -1.5179
Cl -24.17811 11.93436 -39.38242 0.5301
Cl -24.62747 13.17097 -41.93341 0.5735
Cl -23.71873 10.38105 -41.90273 0.5226
H -22.64002 12.30456 -41.10560 -0.0049
C -21.38707 11.65749 -35.90556 -1.5228
Cl -19.92788 12.14767 -36.82304 0.5125
Cl -21.54936 12.66910 -34.48619 0.5307
Cl -21.32155 9.93888 -35.46115 0.5117
H -22.23890 11.79700 -36.55759 -0.0049
```

HOMO: -7.3 eV
Spin multiplicity: 1
Total charge: -1
Orbital gap: 9.2 eV

# 5
DFT (wB97M-V/def2-TZVPD) results for C11H14Cl5N2O8P2S2Zn as an isolated structure.

```
45
Properties=species:S:1:pos:R:3:lowdin_charge:R:1
Zn 0.02215 -0.16576 0.14846 0.4625
Cl -1.55590 1.12490 -2.24401 0.7407
C -2.47814 -0.03246 -1.37978 -0.7096
C -1.79783 -0.82056 -0.45170 -0.2281
C -2.57395 -1.75024 0.23230 -0.7033
Cl -1.78970 -2.73782 1.39698 0.6954
C -3.94190 -1.90934 0.01537 -0.7181
Cl -4.84483 -3.07491 0.89912 0.6525
C -4.58595 -1.08683 -0.90187 -0.7217
Cl -6.28195 -1.21549 -1.14306 0.6544
C -3.84762 -0.14106 -1.60691 -0.7167
Cl -4.64245 0.88333 -2.73184 0.6607
O 2.56677 2.82297 -1.12346 -0.1296
P 2.35663 1.47242 -0.30645 0.2198
O 3.62850 0.76413 -0.09188 -0.2668
O 1.21328 0.72082 -0.97380 -0.3770
O 1.74114 2.01849 1.11795 -0.2954
P 0.24639 2.66427 0.96969 0.1916
O 0.12544 3.36986 2.42210 -0.1442
O 0.25227 3.69102 -0.09898 -0.2807
O -0.76615 1.55415 0.96014 -0.3624
H 1.73766 3.33416 -0.99799 0.0276
H 0.38891 4.28342 2.31146 0.0658
C 1.14176 -0.49734 4.43579 -0.2074
S 0.35944 0.38755 3.02066 0.9293
C -1.35603 -0.01877 3.50665 -0.2198
O 0.66552 -0.57657 1.92639 -0.6029
H 1.03405 -1.56316 4.26816 0.0565
H 0.67527 -0.20143 5.36878 0.0442
H 2.19310 -0.22598 4.43296 0.0489
H -1.55965 0.40038 4.48570 0.0515
H -1.48894 -1.09546 3.50768 0.0186
H -1.98500 0.44738 2.75649 0.0447
S 1.50020 -2.53144 -0.34754 0.6525
C 1.90943 -1.78564 -1.77126 -0.9123
N 1.11575 -1.81498 -2.86685 0.0185
C 1.59725 -0.89740 -3.88190 -0.1465
C 2.93411 -0.41150 -3.28693 -0.1440
N 3.08024 -1.20149 -2.07392 0.0204
H 0.12976 -1.97252 -2.74283 0.1210
H 0.88974 -0.07939 -4.03347 0.1008
H 1.73423 -1.42858 -4.83065 0.1056
H 2.90236 0.65474 -3.04144 0.1024
H 3.77550 -0.60197 -3.95525 0.1080
H 3.57915 -0.75589 -1.29909 0.0921
```

HOMO: -5.3 eV
Energy above the lowest of the compared OMol25 structures with the same formula, charge and spin: 0.915 eV
Spin multiplicity: 1
Total charge: -1
Orbital gap: 7.7 eV

# 6
DFT (wB97M-V/def2-TZVPD) results for a 2-piece molecular cluster, C11H14ClNS overall.

```
28
Properties=species:S:1:pos:R:3:lowdin_charge:R:1
C 2.40206 -1.24848 -0.78191 -0.0477
C 2.06784 -2.49510 -0.58092 -0.0745
C 0.81499 -2.82486 0.11674 -0.1046
C -0.08809 -2.17408 0.86303 -0.0903
C -0.12904 -0.81971 1.53191 -0.1707
C -1.19849 0.09331 0.96918 -0.5115
C -0.91897 1.06030 0.08447 -0.2762
C 0.44624 1.59175 -0.28533 -0.1224
C 1.28249 0.79944 -1.33275 -0.1555
N 2.25671 -0.03532 -0.66476 -0.0052
C -2.13817 1.78838 -0.43064 -0.2061
C -3.35343 0.91152 -0.14007 -0.4284
S -2.90497 -0.19786 1.24825 0.9252
H 2.62694 -3.31715 -0.99186 0.0968
H 0.54893 -3.85173 -0.11336 0.0982
H -0.97674 -2.75010 1.09825 0.0973
H -0.34736 -0.99928 2.58965 0.1181
H 0.83677 -0.32307 1.45668 0.0982
H 1.05756 1.69691 0.61308 0.0886
H 0.29381 2.59321 -0.69089 0.1149
H 0.62413 0.20709 -1.97878 0.1300
H 1.83165 1.51871 -1.94482 0.1194
H -2.06001 1.98634 -1.50125 0.1159
H -2.22516 2.75321 0.08119 0.1206
H -4.23811 1.47751 0.14338 0.0693
H -3.59565 0.26848 -0.98792 0.0737
Cl 3.90031 1.50331 1.25782 0.2016
H 3.18377 0.78731 0.37165 -0.2749
```

HOMO: -8.0 eV
Energy above the lowest of the compared OMol25 structures with the same formula, charge and spin: 1.654 eV
Structure (SMILES): C1=C/C=C\CC2=C(CCN=1)CCS2.Cl
Spin multiplicity: 1
Orbital gap: 8.4 eV